Record 1
Here is a 2-piece molecular cluster, CH3N4P overall from the OMol25 dataset. Energies are from wB97M-V/def2-TZVPD.

```
! RIJCOSX wB97M-V def2-TZVPD def2/J DEFGRID3
* xyz 0 1
N 1.83 -0.81 -0.32
N 1.89 0.52 -0.47
P -0.21 0.22 0.79
N 0.96 1.19 0.01
H 0.61 -2.25 0.49
C 0.73 -1.22 0.18
N -1.44 0.62 -0.28
H -2.76 0.11 -0.14
H -1.61 1.62 -0.25
*
```

Molecular weight, g mol⁻¹: 102.04
HOMO-LUMO gap, eV: 7.9594
E_LUMO, Eh: -0.040
Energy relative to the best compared isomer or geometry (same formula, charge and spin), kJ/mol: 145.62
Highest occupied orbital energy, eV: -9.045

In elementary charge units, the Mulliken charges are: -0.186 -0.257 0.240 -0.090 0.396 -0.072 -0.630 0.315 0.282

---

Record 2
Here is C23H27BrMnN9S as an isolated structure from the OMol25 dataset. Energies are from wB97M-V/def2-TZVPD.

```
! RIJCOSX wB97M-V def2-TZVPD def2/J DEFGRID3
* xyz 1 2
N 2.84 -0.38 3.12
H 3.49 -4.79 0.51
H -5.62 1.18 -2.50
C 2.09 1.90 -1.67
H 3.13 4.48 -3.64
H 1.81 -3.09 -0.16
C 2.39 3.94 -3.05
H 4.95 -4.45 2.45
H -1.62 -2.28 -1.08
H 1.56 3.68 -3.70
C 1.22 2.32 3.49
C 0.60 -3.45 -3.30
H 4.78 -2.40 3.83
S 0.09 3.57 3.17
N -3.27 -0.03 0.18
H 2.54 -2.62 -3.69
N -1.49 0.87 -1.02
H -4.23 0.16 0.41
H -4.38 -1.73 1.59
H -5.36 0.00 -1.23
C 4.15 -2.55 2.96
Br 0.81 -4.85 -4.57
H -4.12 2.76 -3.07
H -1.36 -4.06 -2.72
C -0.69 -2.32 -1.64
N -3.72 1.30 -1.66
N 0.17 1.61 1.56
H -0.99 -1.63 1.75
Mn 0.11 0.08 0.00
H 1.87 2.36 4.34
N -3.45 -1.51 1.92
C 4.23 -3.68 2.19
C -0.43 2.74 1.77
H 2.02 4.60 -2.27
H 3.88 2.94 -1.82
H -1.21 3.12 1.13
C 1.84 0.12 2.35
H -2.58 2.95 -2.25
H -2.76 1.71 -3.52
C -4.88 0.51 -2.07
C 3.20 -1.60 2.57
H 2.30 -0.83 -2.05
C -0.56 -3.35 -2.57
C -2.75 0.72 -0.87
C 1.46 -1.52 -2.18
C -2.60 -0.85 1.07
N 1.54 -0.67 1.34
C 3.39 -3.88 1.08
H 3.42 2.03 -3.25
N 1.35 1.29 -1.05
H -3.04 -2.20 2.52
H -1.24 1.31 -1.89
C 1.12 1.36 2.53
H -4.61 -0.25 -2.82
C 1.63 -2.53 -3.12
C -3.26 2.22 -2.68
C 0.31 -1.37 -1.39
N -1.33 -0.93 1.10
H 3.23 0.04 3.94
C 2.46 -2.94 0.70
C 3.04 2.68 -2.46
C 2.38 -1.77 1.46
*
```

Molecular weight, g mol⁻¹: 596.44
HOMO-LUMO gap (spin up / spin down), eV: 7.0712 / 6.6008
E_LUMO (spin up / spin down), Eh: -0.088 / -0.088
Energy relative to the best compared isomer or geometry (same formula, charge and spin), kJ/mol: 0.00
Highest occupied orbital energy (spin up / spin down), eV: -9.463 / -9.007

In elementary charge units, the Mulliken charges are: -0.086 0.463 0.410 0.621 0.360 0.359 -1.136 0.400 0.072 0.333 -0.301 0.055 0.417 -0.134 -0.045 0.431 -0.051 0.378 0.184 0.318 -1.236 -0.208 0.286 0.434 0.297 0.006 0.113 0.092 -0.237 0.401 -0.589 -0.442 -0.283 0.324 0.290 0.400 0.254 0.355 0.390 -1.128 0.685 0.239 -0.855 0.258 0.308 0.407 0.344 -0.877 0.278 -0.458 0.221 0.131 -0.336 0.323 -0.842 -1.075 0.290 0.009 0.219 -0.498 -0.535 0.201

---

Record 3
Here is C5H13NO2 as an isolated structure from the OMol25 dataset. Energies are from wB97M-V/def2-TZVPD.

```
! RIJCOSX wB97M-V def2-TZVPD def2/J DEFGRID3
* xyz 0 1
H 2.58 2.24 0.39
H -1.44 0.44 2.09
N -0.23 0.18 -0.74
C 0.18 -1.35 -0.21
H 0.99 1.78 -1.27
H 0.90 -1.62 -1.00
H -1.46 -2.35 -1.29
H -1.45 1.39 -1.86
H 0.05 -0.35 1.58
H 2.32 0.48 0.51
O -0.54 0.68 1.85
H -0.01 2.41 0.08
C -1.19 0.39 -1.53
C -1.06 -2.25 -0.28
H -1.89 -0.37 -1.86
O 0.70 -1.26 0.98
C 0.67 1.63 -0.24
C 1.86 1.46 0.65
H 1.59 1.59 1.69
H -0.76 -3.25 0.05
H -1.82 -1.88 0.41
*
```

Molecular weight, g mol⁻¹: 119.16
HOMO-LUMO gap, eV: 8.9840
E_LUMO, Eh: 0.012
Energy relative to the best compared isomer or geometry (same formula, charge and spin), kJ/mol: 401.67
Highest occupied orbital energy, eV: -8.666

In elementary charge units, the Mulliken charges are: 0.376 0.186 0.109 0.348 0.508 0.308 0.420 0.284 0.387 0.275 -0.765 0.280 -0.311 -1.407 0.195 -0.675 -0.407 -1.052 0.301 0.342 0.298